A molecular structure, C28H18Cl5CoN3O5. Source: the OMol25 dataset; level of theory: wB97M-V/def2-TZVPD.

## Properties
HOMO-LUMO gap (spin up / spin down) = 7.174 / 7.190 eV
maximum force = 0.009 Eh/bohr
LUMO (spin up / spin down) = -0.585 / -0.606 eV
molar mass = 712.666 Da

Geometry as ORCA input:
```
! RIJCOSX wB97M-V def2-TZVPD def2/J DEFGRID3
* xyz 0 4
Cl -2.7130 4.1658 -3.0520
C -3.7384 0.3192 2.3266
C -3.5425 -3.4896 0.1476
C -3.1327 1.8482 -4.3812
C -2.0048 -0.2179 -3.8102
C -4.8582 2.0145 3.8048
H -2.5686 3.3836 3.1131
H 1.7629 5.2444 0.8070
C 1.6132 -1.6546 1.4972
C 1.8030 -0.2696 2.1228
H 1.5007 2.9526 -0.0619
O 2.0267 -2.6235 2.1149
O -5.5497 0.8833 4.2926
N -1.5901 -1.5418 0.0300
C 2.2997 -0.1551 3.4336
H 2.1584 5.6194 3.2330
H -0.7800 2.5716 1.6552
Cl -0.7018 2.5041 -1.2681
H -4.0244 -5.3937 1.9129
C -1.5650 1.7773 -2.5691
C 1.8142 4.3992 1.4812
O 1.0517 -1.6238 0.3545
H 2.7109 1.2200 5.0215
C 1.6558 3.1317 0.9927
O -4.8259 -4.9828 1.5736
H 2.5602 -1.0684 3.9485
N -1.6418 0.7434 1.2666
Cl -1.7149 -1.8917 -4.0846
C -3.7240 1.5648 2.9308
H -4.5636 -0.3478 2.5274
C -2.9000 0.4874 -4.6013
H -4.5598 -2.1433 1.4679
H -2.2449 -4.5833 -1.1761
C -3.6808 -2.3038 0.8584
C -2.6412 2.3951 2.6781
C -2.4533 2.4909 -3.3499
H -4.3218 -5.4022 -0.4052
C 2.2249 3.5449 3.6911
C -2.6760 -1.3521 0.7794
N 1.4815 0.7619 1.3700
Co -0.0742 0.0021 -0.0792
C -1.2792 0.4042 -2.7642
C 1.7306 2.0163 1.8560
Cl -3.7413 -0.3180 -5.8651
C 2.1039 2.2218 3.2070
H -4.4593 2.6288 4.6186
C -1.4404 -2.6701 -0.6470
C 2.0628 4.6112 2.8515
H -5.5578 -4.1742 -0.1100
C -1.6339 1.9416 1.8506
H -5.5225 2.6489 3.2038
H -6.2509 1.1711 4.8820
O -0.4263 -0.2250 -2.0438
C -4.6000 -4.5621 0.2379
Cl -4.2369 2.7203 -5.3753
C -2.3970 -3.6729 -0.6109
C 2.3876 1.0825 3.9965
C -2.6972 -0.0579 1.4900
H -0.5281 -2.7592 -1.2178
H 2.4664 3.6936 4.7367
*
```